No. 1
Molecular formula: C30H28BF2N2O5PtTe
Method: DFT, ωB97M-V/def2-TZVPD

```
70
Properties=species:S:1:pos:R:3:forces:R:3:nbo_charge:R:1
Pt -0.304 -0.477 0.195 -1.0 -1.7 -2.9 0.521
Te -2.663 2.242 -0.272 -0.9 -0.1 -0.2 1.200
F -2.029 -1.934 -1.836 -0.6 -0.4 0.4 -0.525
F -0.395 -0.770 -2.692 0.7 0.3 -0.5 -0.533
O 1.275 -3.376 2.879 0.1 0.0 0.8 -0.665
O -1.511 -1.395 2.164 -0.3 -0.2 1.4 -0.764
O 1.515 3.514 1.281 0.2 -0.9 0.2 -0.641
O 0.248 1.959 0.313 3.3 1.6 2.9 -0.557
O 0.820 -2.598 0.843 0.9 0.3 0.8 -0.550
N -2.125 0.170 0.708 0.2 1.2 -1.0 -0.849
N 1.306 -0.076 1.675 0.9 1.9 1.5 -0.420
C -3.063 6.240 -3.287 0.0 -0.1 0.1 0.001
C -5.054 1.281 3.775 -0.1 0.1 0.1 -0.208
C -3.432 -0.165 2.755 -0.2 0.0 0.3 -0.128
C -4.166 5.643 -2.695 0.0 0.1 0.0 -0.228
C -2.288 -0.451 1.855 0.4 -0.7 0.0 0.545
C -0.300 3.958 -2.096 0.1 -0.1 0.0 -0.662
C 1.716 -1.090 2.441 0.1 0.5 -0.3 0.107
C -4.016 1.088 2.881 0.1 -0.1 0.0 -0.204
C -1.665 4.536 -2.285 -0.1 0.0 0.0 0.079
C -4.043 4.518 -1.893 0.0 -0.1 0.1 -0.023
C 3.032 0.358 3.815 -0.2 -1.5 0.0 -0.161
C -2.778 3.968 -1.675 0.3 -0.2 0.0 -0.354
C -3.205 7.479 -4.117 0.0 0.0 0.0 -0.626
C -4.074 -0.727 -3.869 0.1 0.1 0.0 -0.165
C -1.820 5.664 -3.083 -0.1 0.0 0.0 -0.254
C -4.734 -0.769 -2.655 -0.1 0.0 -0.1 -0.208
C -4.936 -1.024 4.426 0.0 0.0 0.0 -0.235
C -5.516 0.229 4.549 -0.1 0.0 0.1 -0.216
C 2.560 -0.941 3.522 0.5 1.1 0.3 -0.164
C 1.725 1.201 1.972 1.1 -3.5 1.8 0.055
C 1.220 -2.407 1.977 -0.8 -1.1 -1.6 0.768
C -5.110 0.002 -0.308 0.0 -0.1 0.0 -0.637
C -4.399 0.093 -1.620 -0.1 0.0 0.1 -0.026
C -3.381 1.018 -1.837 0.1 0.0 0.1 -0.308
C -3.897 -1.219 3.538 0.0 0.1 0.0 -0.126
C 1.145 2.210 1.152 -3.7 2.0 -3.9 0.741
C -2.747 1.095 -3.070 0.1 0.2 0.0 -0.214
C -5.273 3.903 -1.296 0.0 0.1 0.0 -0.642
C 2.621 1.412 3.047 -0.8 0.5 -1.2 -0.190
C -3.080 0.214 -4.081 -0.1 0.0 -0.1 -0.221
B -1.042 -1.088 -1.566 0.2 0.3 0.8 1.014
H -3.420 -2.181 3.432 0.1 -0.1 0.0 0.227
H -2.556 0.248 -5.024 0.1 0.0 -0.1 0.217
H -3.640 1.916 2.294 -0.1 0.0 0.0 0.211
H 0.288 4.605 -1.447 0.1 0.0 0.1 0.219
H -1.976 1.835 -3.231 0.1 0.0 0.0 0.221
H -6.109 -0.408 -0.434 -0.1 0.0 0.0 0.217
H -5.180 0.987 0.160 -0.1 -0.1 0.1 0.213
H 0.220 3.882 -3.049 0.1 -0.1 -0.1 0.217
H 3.717 0.504 4.635 0.0 0.1 0.1 0.234
H 0.843 -4.172 2.534 0.0 0.2 -0.2 0.517
H -0.363 2.974 -1.628 0.3 0.1 -0.2 0.231
H -4.328 -1.435 -4.643 0.0 0.0 -0.1 0.211
H -5.413 2.898 -1.697 -0.1 -0.1 0.1 0.229
H 2.978 2.407 3.275 0.0 0.0 0.1 0.213
H -4.548 -0.649 0.360 -0.1 0.0 0.1 0.247
H 2.859 -1.794 4.110 0.0 -0.1 0.0 0.250
H -5.519 -1.496 -2.501 -0.1 -0.1 0.1 0.210
H -6.320 0.388 5.256 0.0 0.0 0.0 0.209
H -0.949 6.102 -3.550 0.1 0.1 -0.1 0.199
H -5.290 -1.851 5.024 -0.1 -0.1 0.1 0.209
H -5.503 2.260 3.869 0.0 0.1 0.0 0.207
H -2.640 8.297 -3.672 0.0 0.1 0.0 0.218
H -2.816 7.312 -5.120 0.0 0.1 -0.1 0.218
H -5.177 3.833 -0.210 -0.2 -0.1 0.0 0.218
H -6.153 4.500 -1.532 -0.1 0.0 0.0 0.218
H -5.148 6.067 -2.858 -0.1 0.0 0.0 0.201
H -4.246 7.780 -4.194 -0.1 0.1 0.0 0.213
H 2.275 3.605 1.868 0.0 0.1 0.0 0.480
```
Forces are in eV/Å.

For the HOMO-LUMO gap (spin up / spin down), the calculation gives 4.77 / 4.49 eV. The LUMO energy (spin up / spin down) comes out at -1.545 / -1.747 eV. As for the multiplicity: 2. The HOMO energy (spin up / spin down) comes out at -6.319 / -6.233 eV. The value obtained for the total energy is -61433.056 eV. For the energy above the lowest of the compared OMol25 structures with the same formula, charge and spin, the calculation gives 85.3 kcal/mol.



No. 2
Molecular formula: C49H53I2N12OSiY
Method: DFT, ωB97M-V/def2-TZVPD

```
119
Properties=species:S:1:pos:R:3:forces:R:3:mulliken_charge:R:1
I -1.675 -1.002 1.936 -0.2 0.0 0.2 0.192
I 0.268 -3.385 0.268 0.0 -0.2 0.3 0.261
Y 0.215 -0.187 -0.480 0.1 0.0 0.2 -1.869
Si 1.880 -1.789 -3.272 0.1 0.0 0.1 -1.669
O 1.164 -0.968 -2.051 0.2 -0.2 -0.5 4.575
N 1.063 2.863 -2.715 -0.1 0.0 0.0 0.650
N -1.345 2.269 1.533 0.0 0.1 -0.1 -0.317
N -1.752 -1.399 -1.978 0.1 0.3 0.1 0.720
N 3.447 -2.159 0.892 -0.1 -0.1 0.0 0.867
N -1.901 1.224 -1.057 0.1 0.0 0.2 0.096
N 4.401 -0.259 1.679 0.1 -0.1 0.1 0.274
N -5.493 5.840 -5.107 0.0 0.0 0.0 -0.564
N 1.484 1.905 -0.596 0.1 0.1 -0.1 1.924
N 0.071 4.671 1.559 0.0 0.0 0.0 -0.661
N -3.938 -2.462 -3.349 0.0 0.0 0.0 -0.590
N 2.029 -0.327 1.295 -0.5 0.0 0.0 -0.009
N 2.665 3.812 -1.527 0.1 -0.1 0.0 0.211
C 5.990 -1.500 -3.894 0.0 0.0 0.0 -0.814
C -4.889 6.233 -3.993 0.0 0.0 0.0 -0.460
C 0.304 1.819 -3.353 0.0 -0.1 0.1 -0.722
C 5.525 -1.124 1.308 0.1 0.0 -0.1 -0.939
C -0.472 4.195 0.452 0.0 0.0 0.0 0.143
C 1.055 -5.879 -3.185 0.0 0.0 0.0 -0.700
C -0.249 -1.337 -7.411 0.0 0.0 0.0 -0.806
C 1.635 -1.981 -6.066 0.0 0.0 0.0 -0.725
C 3.391 4.461 -0.438 0.0 0.1 0.0 -0.996
C 4.833 -2.147 0.410 0.1 0.0 0.0 -0.032
C -0.834 2.769 2.656 0.0 0.1 0.1 -0.366
C 2.651 -5.428 -1.446 0.0 0.0 -0.1 -0.193
C 2.305 2.009 0.621 -0.1 0.2 0.0 -1.229
C 3.323 -3.076 2.041 -0.1 0.0 0.0 -1.070
C 5.236 0.621 -3.056 0.0 0.0 0.0 -0.624
C 1.840 -6.324 -2.131 0.0 0.0 0.0 -0.911
C -2.813 -0.650 -2.291 0.0 0.1 0.0 -0.206
C -1.899 2.539 -0.789 0.0 0.1 0.1 -0.190
C -1.751 -2.642 -2.450 0.0 0.0 0.1 -0.380
C 2.665 -4.089 -1.814 0.0 0.0 0.0 0.007
C -4.128 4.021 -3.468 0.1 0.0 0.1 0.848
C -3.920 -1.206 -2.928 0.0 0.0 0.0 -0.957
C -1.197 3.004 0.435 -0.1 0.0 0.0 0.354
C -2.738 0.806 -2.017 0.0 0.0 -0.1 0.758
C -0.900 -0.887 -6.272 0.0 0.0 0.0 -1.007
C -0.142 3.972 2.673 0.0 0.0 0.0 -0.563
C -4.767 3.610 -4.634 0.0 0.0 0.0 -0.560
C 1.870 -3.615 -2.865 0.0 -0.1 0.0 0.750
C -2.604 3.468 -1.534 0.0 -0.1 0.0 -0.851
C 1.606 3.868 -3.615 0.0 0.0 0.0 -0.596
C -2.830 -3.161 -3.151 0.0 0.0 0.0 -0.797
C -3.395 3.056 -2.605 0.0 0.0 0.0 1.302
C 1.835 1.060 1.707 0.0 0.0 -0.1 -2.576
C 3.219 -0.830 1.334 0.2 0.2 -0.4 -0.833
C 2.540 4.655 -2.717 0.0 0.0 0.0 -0.994
C -4.198 5.374 -3.150 0.0 0.0 0.0 -0.537
C 3.943 0.125 -2.984 0.0 0.0 0.1 0.323
C 1.744 2.798 -1.534 0.0 0.1 0.1 -1.075
C -1.090 -3.046 1.862 -0.1 0.0 0.1 -0.940
C 1.074 -4.538 -3.549 0.0 0.0 0.0 -0.576
C 4.693 -1.992 -3.814 0.0 0.0 0.0 -0.076
C 6.263 -0.194 -3.516 0.0 0.0 0.0 -0.778
C -3.472 1.681 -2.806 0.0 0.0 0.1 -1.104
C 3.645 -1.188 -3.364 0.0 0.0 0.0 0.011
C -0.278 -0.990 -5.035 0.0 0.0 0.0 0.787
C 0.998 -1.538 -4.902 0.0 0.0 0.0 0.186
C 4.671 0.852 2.581 0.0 0.0 0.0 -0.859
C -5.427 4.550 -5.411 0.0 0.0 0.0 -0.450
C 1.022 -1.883 -7.306 0.0 0.0 0.0 -0.851
H 0.257 4.373 3.595 0.0 0.0 0.0 0.449
H 1.830 -7.369 -1.853 0.0 0.0 0.0 0.419
H -4.082 1.277 -3.596 0.0 0.0 0.0 0.257
H 3.150 0.761 -2.606 0.0 0.0 0.0 0.042
H -3.749 5.783 -2.258 0.0 0.0 0.0 0.406
H -1.891 -0.458 -6.350 0.0 0.0 0.0 0.523
H -0.679 2.191 -3.653 0.0 0.0 0.0 0.219
H 3.349 1.766 0.392 -0.1 0.1 -0.1 1.291
H 0.768 1.212 1.898 0.1 -0.1 -0.1 0.658
H 5.266 -3.142 0.481 0.0 0.0 0.0 0.620
H 5.449 1.640 -2.755 0.0 0.0 0.0 0.510
H 0.828 1.458 -4.242 0.0 0.0 0.0 0.731
H -2.547 4.506 -1.247 0.0 0.0 0.0 0.626
H 5.724 0.802 2.848 0.0 0.0 0.0 0.475
H -4.759 2.583 -4.967 0.0 0.0 0.0 0.334
H -0.964 2.188 3.560 0.0 0.0 0.0 0.419
H -1.983 -3.640 1.710 0.0 0.0 0.0 0.558
H 0.438 -6.580 -3.731 0.0 0.0 0.0 0.478
H 6.274 -0.546 0.767 0.0 0.0 0.0 0.458
H 4.042 5.200 -0.901 0.0 0.0 0.0 0.405
H -0.304 4.753 -0.462 0.0 0.0 0.0 0.509
H 5.992 -1.555 2.197 0.0 0.0 0.0 0.438
H 1.536 -2.231 -8.192 0.0 0.0 0.0 0.467
H -4.959 7.286 -3.754 0.0 0.0 0.0 0.394
H -5.927 4.245 -6.322 0.0 0.0 0.0 0.399
H 2.132 3.384 -4.443 0.0 0.0 0.0 0.354
H -2.799 -4.171 -3.539 0.0 0.0 0.0 0.472
H 0.466 -4.207 -4.384 0.0 0.0 0.0 0.515
H 2.724 4.989 0.249 0.0 0.0 0.0 0.335
H 4.139 -2.947 2.762 0.0 0.0 0.0 0.347
H 3.295 -3.397 -1.268 0.0 0.0 0.0 0.080
H 3.276 -5.777 -0.635 0.0 0.0 0.0 0.451
H 7.273 0.188 -3.580 0.0 0.0 0.0 0.435
H 4.851 -1.829 -0.636 0.0 0.1 0.0 -0.437
H 6.789 -2.138 -4.247 0.0 0.0 0.0 0.451
H 0.181 0.958 -2.707 0.0 0.1 -0.1 -0.646
H -4.822 -0.631 -3.084 0.0 0.0 0.0 0.669
H 0.805 4.480 -4.031 0.0 0.0 0.0 0.386
H 2.323 1.326 2.645 -0.1 -0.1 -0.1 0.258
H 2.631 -2.406 -6.009 0.1 0.0 0.0 0.384
H 3.331 -4.103 1.680 0.0 0.0 0.0 0.199
H 4.503 -3.022 -4.094 0.0 0.0 0.0 0.392
H -0.728 -1.261 -8.377 0.0 0.0 0.0 0.412
H -0.874 -3.248 -2.275 0.0 0.0 0.0 0.182
H 2.383 -2.896 2.556 -0.1 0.0 0.0 0.296
H -0.803 -0.633 -4.157 0.0 0.0 0.0 0.199
H 3.522 4.809 -3.165 0.0 0.0 0.0 0.416
H 4.027 3.776 0.109 0.0 0.0 0.0 0.286
H 4.496 1.825 2.118 0.0 0.0 0.1 0.167
H 2.133 5.632 -2.442 0.0 0.0 0.0 0.415
H 2.265 3.016 1.039 0.0 -0.1 0.0 0.773
H -0.602 -3.286 2.800 0.0 0.0 0.0 0.562
H 4.095 0.773 3.503 0.1 0.0 0.0 0.342
```
Forces are in eV/Å.

Its charge is +2. For the HOMO-LUMO gap, the calculation gives 7.51 eV. The LUMO energy comes out at -5.585 eV. The HOMO energy comes out at -13.098 eV. The value obtained for the total energy is -96718.359 eV. For the energy above the lowest of the compared OMol25 structures with the same formula, charge and spin, the calculation gives 9.8 kcal/mol.



No. 3
Molecular formula: C19H31CsN7OS3
Method: DFT, ωB97M-V/def2-TZVPD

```
62
Properties=species:S:1:pos:R:3:forces:R:3:mulliken_charge:R:1
Cs 0.521 -0.582 0.045 -1.2 0.3 0.0 1.148
S -2.468 -4.567 -1.001 -0.4 -0.4 0.0 -0.439
S 0.078 -3.692 0.197 0.4 -0.3 0.2 -0.562
S -0.968 -2.431 -2.345 0.1 0.0 -0.1 -0.210
O 2.289 0.426 -1.897 0.3 0.2 -0.3 -0.601
N 2.053 0.752 2.493 0.3 0.0 0.4 0.005
N -3.431 0.057 0.107 0.0 0.1 0.0 0.587
N -1.025 1.691 -2.204 -0.1 0.0 -0.1 0.866
N 3.288 0.432 -3.945 -0.1 0.1 0.1 -0.520
N 1.362 2.211 4.192 -0.2 0.1 0.1 -0.132
N 1.134 -0.391 -3.671 0.0 0.0 0.1 0.507
N -0.599 1.536 3.120 0.0 0.2 0.1 -0.197
C -0.511 3.711 4.122 0.0 0.1 0.1 -0.452
C 2.952 -0.131 2.063 -0.1 0.1 0.1 0.495
C 1.085 -0.888 -5.027 0.0 0.0 0.0 -1.225
C 4.204 -0.066 4.071 -0.1 0.1 0.0 -0.330
C 2.210 1.217 3.728 0.2 0.0 -0.2 0.642
C 3.263 0.814 4.557 0.1 0.1 0.2 -0.696
C -1.595 1.507 -3.530 0.1 -0.1 0.1 -1.247
C -4.532 0.941 0.435 0.0 -0.1 0.1 -1.221
C 2.224 0.148 -3.096 0.0 -0.1 -0.2 0.278
C -1.111 -3.592 -1.028 0.0 0.2 -0.3 -0.237
C -2.868 0.404 -1.190 0.1 -0.1 0.0 -0.450
C -3.872 -1.335 0.095 0.1 0.0 0.1 -0.668
C -0.228 2.897 -2.150 0.1 0.0 0.0 -1.143
C -2.045 1.688 -1.170 -0.2 0.1 0.2 -0.681
C 0.057 2.480 3.785 -0.1 -0.3 -0.2 0.378
C -2.519 2.967 3.079 -0.1 0.0 -0.1 -0.546
C -1.857 1.792 2.760 0.1 0.0 -0.1 -0.453
C -1.828 3.945 3.779 0.1 -0.1 0.0 -0.540
C 4.053 -0.553 2.785 0.0 -0.2 -0.3 -1.231
H 3.334 1.196 5.569 0.0 0.0 0.0 0.281
H -0.793 1.564 -4.265 0.0 0.0 -0.1 0.369
H 2.723 -0.502 1.077 0.9 -0.2 0.1 -0.145
H -1.534 1.798 -0.204 -0.1 -0.1 0.0 0.110
H 0.220 3.002 -1.159 0.0 0.0 0.0 0.247
H -4.187 1.974 0.482 0.0 0.1 0.0 0.281
H 1.777 -1.719 -5.200 0.0 0.0 0.0 0.374
H 0.579 2.829 -2.881 0.0 0.0 0.0 0.322
H 1.684 2.715 4.998 0.0 0.0 0.0 0.223
H -4.216 -1.621 1.092 0.0 0.0 0.0 0.353
H -2.304 4.883 4.035 0.0 0.0 0.0 0.390
H 3.399 -0.141 -4.765 0.0 0.0 0.0 0.202
H -4.696 -1.498 -0.618 0.0 0.0 0.0 0.332
H 1.293 -0.091 -5.747 0.0 0.0 0.0 0.430
H -3.545 3.114 2.775 0.0 0.0 0.0 0.415
H 4.138 0.622 -3.441 0.0 0.0 0.0 0.294
H -5.344 0.882 -0.312 0.0 0.0 0.0 0.414
H -2.726 2.557 -1.267 0.1 0.1 -0.1 0.171
H 0.081 4.459 4.636 0.0 0.0 0.0 0.343
H -3.677 0.477 -1.938 0.0 0.0 0.0 0.203
H -2.346 2.280 -3.773 0.0 0.0 0.0 0.341
H 0.456 -0.815 -3.020 0.1 -0.1 -0.1 -0.429
H 0.081 -1.266 -5.203 0.0 0.0 0.0 0.307
H -2.334 1.025 2.157 -0.1 0.0 0.1 0.595
H -3.048 -1.994 -0.180 -0.1 0.0 0.0 -0.152
H 4.751 -1.262 2.363 0.0 0.0 0.0 0.381
H -2.058 0.522 -3.611 0.0 0.0 0.0 0.287
H -0.820 3.806 -2.361 0.0 0.0 0.0 0.363
H -2.219 -0.415 -1.513 0.0 -0.1 0.0 -0.208
H -4.953 0.667 1.406 0.0 0.0 0.0 0.387
H 5.033 -0.381 4.692 0.0 0.0 0.0 0.394
```
Forces are in eV/Å.

Its charge is -1. For the HOMO-LUMO gap, the calculation gives 4.26 eV. The LUMO energy comes out at 1.855 eV. The HOMO energy comes out at -2.404 eV. The value obtained for the total energy is -65740.567 eV. For the energy above the lowest of the compared OMol25 structures with the same formula, charge and spin, the calculation gives 0.2 kcal/mol.



No. 4
Molecular formula: C35H33ClN4Si2Sn
Method: DFT, ωB97M-V/def2-TZVPD

```
76
Properties=species:S:1:pos:R:3:forces:R:3:mulliken_charge:R:1
Sn -0.508 -1.221 2.266 -0.3 0.1 -0.9 0.973
Cl 3.342 1.077 -2.351 0.2 -0.4 -0.4 -0.351
Si 2.287 1.712 -0.681 -0.7 0.0 1.8 0.372
Si 0.140 -0.841 -1.917 -0.4 -0.5 -5.1 0.356
N 2.185 -0.848 5.585 0.0 0.2 -0.1 -0.120
N 1.130 -1.650 3.830 1.4 0.7 1.6 0.180
N 0.710 1.840 5.068 0.2 -0.1 0.1 -0.130
N -0.242 0.865 3.335 1.2 1.0 1.6 0.462
C 1.646 -1.236 -0.573 0.6 1.2 -1.7 -1.089
C -0.475 -2.294 -4.302 0.2 -0.3 -0.3 -0.352
C 0.829 3.772 -2.094 -0.5 0.1 0.0 -0.294
C 0.676 0.715 4.309 -1.4 1.1 -0.9 0.288
C -2.242 -1.131 4.905 0.0 -0.2 0.0 -0.329
C 0.246 1.878 -5.082 -0.2 -0.2 0.1 -1.014
C -0.992 2.524 -5.033 0.2 0.0 0.1 -0.464
C -1.237 4.738 -1.265 0.1 -0.1 0.1 -0.717
C 1.002 -2.403 -0.077 -2.9 -2.0 0.6 -0.717
C -0.399 0.009 -0.232 2.5 2.4 1.2 -1.434
C -0.375 0.548 -3.156 0.2 -0.7 0.9 0.246
C -2.883 -1.603 2.742 -0.7 -0.5 1.3 -0.570
C -2.927 -0.618 3.782 -0.1 -0.8 -0.6 -0.740
C -0.800 2.123 3.491 0.6 -0.7 0.2 -0.648
C 1.841 -2.686 4.418 -0.3 1.0 -0.1 -0.668
C -1.071 -1.255 -0.591 -0.7 -0.6 -1.7 0.023
C -1.906 2.198 -4.029 -0.1 -0.2 0.1 -0.726
C -1.777 -2.434 4.613 -0.5 0.1 -0.6 -0.738
C -0.211 2.742 4.551 0.2 -0.4 0.1 -0.857
C 0.446 -2.189 -3.251 0.3 -0.2 0.3 0.569
C -1.134 3.958 -0.110 0.2 0.1 -0.1 -0.324
C -0.306 -3.252 -5.307 0.2 0.0 0.2 -0.694
C 1.046 0.085 -0.503 -2.2 0.7 1.9 1.928
C 0.889 2.934 -0.981 -0.1 -0.1 0.2 0.409
C 2.501 -2.200 5.505 -0.2 0.3 -0.1 -0.643
C 0.772 -4.144 -5.254 -0.1 0.2 0.3 -0.522
C 1.527 -3.078 -3.204 -0.4 -0.3 -0.6 -0.340
C -0.391 -2.467 -0.154 2.4 -2.1 0.8 -1.100
C -0.044 3.100 0.046 -0.5 0.2 -0.2 -0.650
C 0.528 0.859 -4.170 0.0 0.4 -0.5 -0.085
C -1.595 1.220 -3.075 0.1 0.5 -0.5 -0.047
C 1.362 -0.538 4.553 0.2 -1.9 -0.2 0.060
C 1.676 -4.063 -4.190 0.0 0.2 0.0 -0.767
C -0.241 4.661 -2.243 0.1 -0.1 0.0 -0.476
C -2.171 -2.761 3.279 -0.8 0.4 0.4 -0.659
H -2.320 0.995 -2.286 0.3 0.1 -0.2 0.191
H 1.608 3.717 -2.858 -0.3 0.0 0.1 0.317
H -1.008 -3.293 -6.140 0.1 0.0 0.2 0.390
H -0.950 -3.394 -0.006 0.2 0.2 0.4 0.405
H -3.462 0.331 3.727 0.3 -0.3 0.0 0.498
H -1.283 -3.112 5.310 0.0 0.3 -0.3 0.525
H 3.143 -2.686 6.216 0.1 0.1 0.1 0.429
H 0.987 2.149 -5.834 -0.2 -0.1 0.1 0.414
H 1.599 -3.254 0.263 -0.3 0.2 -0.1 0.385
H -2.142 -1.260 -0.807 0.3 0.0 0.3 0.429
H -1.233 3.292 -5.769 0.0 -0.2 0.2 0.390
H -2.866 2.713 -3.975 0.2 -0.1 -0.1 0.386
H 3.155 2.824 -0.319 1.2 1.0 -0.4 -0.437
H -3.432 -1.582 1.800 0.3 0.1 0.3 0.622
H -1.575 2.478 2.829 0.1 0.0 0.1 0.605
H -1.319 -1.601 -4.366 0.3 -0.2 0.0 0.312
H 2.696 -1.298 -0.883 -0.5 0.1 0.1 0.634
H 2.265 -3.011 -2.404 -0.2 0.0 -0.2 0.210
H 2.653 1.125 0.669 0.2 -0.2 0.4 -0.321
H -0.316 5.274 -3.144 0.0 -0.1 0.3 0.397
H -2.116 -3.741 2.803 0.1 0.3 0.1 0.570
H 0.058 2.523 0.969 -0.1 0.1 -0.3 0.644
H -1.897 4.009 0.667 0.1 0.1 -0.1 0.338
H 1.315 1.970 5.877 -0.4 0.2 -0.4 0.200
H 0.903 -4.901 -6.031 0.0 0.2 0.2 0.363
H -0.369 3.714 4.979 0.1 0.0 0.1 0.454
H 1.811 -3.680 4.001 0.1 0.1 0.1 0.454
H -2.086 5.407 -1.396 0.2 -0.1 0.0 0.386
H -1.005 0.902 -0.108 0.3 -0.1 -0.3 0.672
H 1.469 0.315 -4.263 -0.3 0.2 0.1 0.478
H 2.510 -0.179 6.277 0.0 -0.5 -0.2 0.196
H -2.164 -0.638 5.876 0.1 -0.1 -0.3 0.488
H 2.515 -4.755 -4.124 -0.2 0.1 -0.1 0.375
```
Forces are in eV/Å.

For the HOMO-LUMO gap, the calculation gives 4.80 eV. The LUMO energy comes out at -0.726 eV. The HOMO energy comes out at -5.522 eV. The value obtained for the total energy is -76894.182 eV.